Record 1
Density functional theory data (wB97M-V/def2-TZVPD) for a 2-piece molecular cluster, CHF4NO overall in a non-equilibrium geometry.

Summary:
Net charge: 0
Relative energy (zero: lowest compared OMol25 entry of this formula, charge and spin): 368.9 kJ/mol

Geometry (Å):
1 C -1.1816 -0.4213 0.6446
2 N 1.6310 0.2087 -1.3956
3 O -0.2642 -1.1574 0.4509
4 F -1.6031 0.5393 -0.2666
5 F -1.0122 0.3793 1.8217
6 F 2.6895 -0.3755 -1.0318
7 F 1.9182 1.5724 -1.2305
8 H -2.1776 -0.7456 1.0072

---

Record 2
Density functional theory data (wB97M-V/def2-TZVPD) for C24H26N4O4 as an isolated structure in a non-equilibrium geometry.

Summary:
Net charge: 0
Relative energy (zero: lowest compared OMol25 entry of this formula, charge and spin): 2236.6 kJ/mol

Geometry (Å):
1 C -4.3721 -2.8632 -1.0579
2 H -4.0957 -3.6610 -0.4172
3 H -5.3190 -2.7681 -1.4325
4 H -3.7877 -3.1208 -2.0614
5 C -3.9838 -1.6838 -0.7215
6 C -2.6065 -1.5997 -0.1605
7 C -1.6826 -1.2714 -0.9808
8 C -0.2677 -1.1672 -0.9629
9 C 0.1104 -1.5809 0.3254
10 C -0.7458 -2.0510 1.3445
11 C -2.1874 -1.7483 1.0561
12 H -2.9635 -2.1535 1.6708
13 H -0.4477 -2.5486 2.2080
14 N 1.5715 -1.6105 0.7527
15 C 2.1795 -1.0303 1.5634
16 O 3.3085 -1.2306 2.0423
17 C 1.4464 -0.1194 2.4962
18 H 2.0593 0.4035 3.2647
19 C 0.9950 1.2489 1.4395
20 C -0.6610 1.2309 1.6035
21 O -1.3503 0.8436 2.3432
22 N -1.2594 1.7739 0.4783
23 C -2.4804 1.9475 0.0141
24 N -2.6910 2.2182 -1.1450
25 C -3.8551 2.5179 -2.0222
26 C -4.9039 2.2307 -1.0091
27 C -4.8094 1.6789 0.3333
28 C -3.5089 1.8314 0.8029
29 H -3.4506 1.3606 1.9721
30 H -5.6428 1.7091 1.0538
31 H -5.9575 2.4752 -1.4686
32 H -3.9482 2.5903 -2.9531
33 H -0.4809 1.9076 -0.4268
34 H 1.2601 0.8874 0.4716
35 H 1.1898 2.0519 1.8698
36 H 0.6034 -0.1847 3.0147
37 C 2.3630 -2.5737 -0.3142
38 H 3.0580 -3.0971 0.7437
39 C 3.0516 -1.7106 -1.1930
40 O 2.5600 -1.5347 -2.2590
41 N 4.2482 -1.2192 -0.5736
42 H 4.2029 -1.1134 0.5060
43 C 4.7651 -0.1640 -1.4632
44 C 4.6169 1.0824 -0.8478
45 C 5.4267 2.1193 -0.3038
46 C 4.9287 3.1172 0.1653
47 C 3.5844 2.8328 -0.1960
48 O 3.5564 1.6127 -0.8361
49 H 2.6272 3.6080 -0.2604
50 H 4.9962 4.1071 0.7577
51 H 6.6044 1.9451 -0.1226
52 H 5.9563 -0.3035 -1.5811
53 H 4.6323 -0.0865 -2.6038
54 H 1.7275 -3.3662 -0.5322
55 H 0.6051 -0.9820 -1.4661
56 H -1.8610 -0.7141 -1.9168
57 H -4.2279 -0.7888 -1.3776
58 H -4.6869 -1.2851 0.3731

---

Record 3
Density functional theory data (wB97M-V/def2-TZVPD) for a 7-piece molecular cluster, CH15NO6 overall in a non-equilibrium geometry.

Summary:
Net charge: 0
Relative energy (zero: lowest compared OMol25 entry of this formula, charge and spin): 284.6 kJ/mol

Geometry (Å):
1 C 1.8862 0.5334 -0.4710
2 N 0.6350 0.3590 -0.4839
3 H 2.4323 0.6766 -1.4054
4 H 2.5278 0.6796 0.4546
5 H 0.0882 0.3120 0.3934
6 O 1.9594 -1.5009 1.4201
7 H 1.1410 -1.8318 1.0016
8 H 2.5986 -1.7909 0.7448
9 O 0.3351 3.3583 -0.4396
10 H -0.6551 3.2851 -0.5763
11 H 0.5096 2.3561 -0.6890
12 O -2.1942 -1.6501 0.4691
13 H -1.6460 -0.9723 0.8457
14 H -3.1720 -1.6362 0.7507
15 O -2.1533 1.8102 -1.6739
16 H -2.4472 1.8416 -2.5737
17 H -1.3199 1.3914 -1.4325
18 O 0.3645 -2.6120 -1.0222
19 H -0.4297 -2.6167 -0.3696
20 H 0.1377 -1.7672 -1.4839
21 O -0.4145 0.1458 1.8912
22 H 0.1659 0.4316 2.6106
23 H -0.3494 -0.8026 2.0391

---

Record 4
Density functional theory data (wB97M-V/def2-TZVPD) for C24H27Cl9IO8S as an isolated structure in a non-equilibrium geometry.

Summary:
Net charge: -1
Relative energy (zero: lowest compared OMol25 entry of this formula, charge and spin): 0.0 kJ/mol

Geometry (Å):
1 C 5.3796 -3.5538 -0.8760
2 S 5.4364 -1.7599 -0.7476
3 O 6.3155 -1.4371 0.3562
4 O 6.0771 -1.3228 -1.9599
5 C 3.8638 -0.9401 -0.4217
6 C 2.6866 -1.5334 0.0830
7 C 2.6463 -3.0102 0.4606
8 C 2.3253 -3.8814 -0.7910
9 O 2.3897 -3.4253 -1.8869
10 Cl 1.8020 -5.6041 -0.5567
11 C 1.5201 -0.8028 0.2649
12 C 1.4749 0.5857 -0.0561
13 C 2.6304 1.1962 -0.5144
14 I 2.6757 3.2787 -1.0167
15 C 3.8141 0.4440 -0.6930
16 C 5.0376 1.2691 -1.2057
17 O 5.0835 1.4147 -2.4390
18 O 5.8430 1.6918 -0.3769
19 C 0.1328 1.3126 0.1183
20 O 0.0164 2.4537 0.4768
21 C -1.0778 0.4328 -0.1637
22 C -2.3409 1.0380 -0.7802
23 C -2.2468 0.7488 -2.3268
24 O -0.8443 0.6336 -2.6699
25 C -1.0294 -0.8609 0.1260
26 C 0.2364 -1.3925 0.7818
27 O 0.1091 -2.1899 1.6896
28 H 6.3857 -3.8376 -1.2260
29 H 4.6890 -3.9279 -1.6439
30 H 5.2503 -4.0707 0.0862
31 H 1.8826 -3.2721 1.2041
32 H 3.6051 -3.3039 0.9136
33 H -2.3326 2.1343 -0.6749
34 H -3.2364 0.6012 -0.3203
35 H -2.7016 -0.2291 -2.5524
36 H -2.6237 1.5836 -2.9314
37 H -0.6453 -0.2766 -2.9043
38 H -1.8860 -1.5083 -0.0880
39 Cl 3.3088 -2.7037 4.5440
40 C 1.5609 -2.7338 4.8876
41 C 1.0085 -4.1382 4.8998
42 Cl 1.0152 -4.8611 3.2752
43 H 1.0599 -2.1167 4.1437
44 H 1.4214 -2.2746 5.8661
45 H -0.0270 -4.1248 5.2385
46 H 1.5761 -4.7882 5.5629
47 Cl 0.4497 8.2249 0.7431
48 C -0.5780 6.8823 1.3139
49 C 0.1791 5.9147 2.1900
50 Cl 1.3932 4.9870 1.2749
51 H -0.9966 6.3845 0.4416
52 H -1.3961 7.3297 1.8782
53 H -0.5139 5.1903 2.6197
54 H 0.6865 6.4283 3.0055
55 Cl -4.4966 -1.5948 -2.7781
56 C -4.1660 -2.8479 -4.0025
57 C -4.7220 -2.4814 -5.3562
58 Cl -6.5042 -2.5029 -5.3797
59 H -4.5780 -3.7879 -3.6422
60 H -3.0829 -2.9514 -4.0653
61 H -4.3869 -3.2044 -6.0989
62 H -4.3929 -1.4926 -5.6683
63 Cl -3.3102 4.3274 1.1522
64 C -5.0631 4.2896 1.4691
65 C -5.6398 2.9038 1.3085
66 Cl -5.6303 2.3634 -0.3894
67 H -5.5431 5.0010 0.8001
68 H -5.2079 4.6310 2.4937
69 H -6.6787 2.8955 1.6368
70 H -5.0896 2.1727 1.8976

---

Record 5
Density functional theory data (wB97M-V/def2-TZVPD) for C6H15ClDyINO2P as an isolated structure in a non-equilibrium geometry.

Summary:
Spin multiplicity: 6
Net charge: +2
Relative energy (zero: lowest compared OMol25 entry of this formula, charge and spin): 1238.3 kJ/mol

Geometry (Å):
1 C -3.4819 2.3324 -3.2266
2 C -3.2979 1.1507 -2.4248
3 H -4.2649 2.1779 -3.9984
4 H -2.4920 2.5321 -3.6794
5 H -3.7497 3.1439 -2.5219
6 O -3.3756 0.0231 -2.1318
7 I -2.9223 2.1172 2.4839
8 Dy -0.5622 1.2299 1.2078
9 P 1.2519 -0.8918 0.1934
10 C 1.3889 -2.6809 0.4167
11 C 0.9596 -0.8467 -1.6380
12 H 3.1980 0.6194 0.3592
13 H 3.4864 -0.7460 -0.7626
14 H 3.5346 -0.9932 0.9907
15 C 3.0317 -0.4481 0.1895
16 H 0.6879 0.1525 -2.0132
17 H 1.8958 -1.1592 -2.1258
18 H 2.0521 -3.1026 -0.3507
19 H 0.3938 -3.1289 0.3479
20 H 0.1736 -1.5600 -1.9149
21 H 1.8133 -2.8368 1.4147
22 C -1.2663 -1.1455 1.6302
23 O -1.6215 -2.1785 2.0117
24 Cl 1.3378 2.8215 0.9678
25 N 0.3434 0.8817 3.3939
26 H 0.8241 -0.0180 3.4731
27 H -0.3630 0.9311 4.1368
28 H 1.0241 1.6226 3.5709

---

Record 6
Density functional theory data (wB97M-V/def2-TZVPD) for a 2-piece molecular cluster, C42H36N2O2 overall in a non-equilibrium geometry.

Summary:
Net charge: 0
Relative energy (zero: lowest compared OMol25 entry of this formula, charge and spin): 0.0 kJ/mol

Geometry (Å):
1 C -4.2425 -2.0056 2.6030
2 C -2.9213 -2.4446 2.7672
3 C -1.9347 -1.5418 3.1686
4 C -2.2456 -0.2024 3.4335
5 C -1.1942 0.8167 3.7979
6 C 0.1315 0.3163 4.0613
7 C 1.2884 0.7263 3.3577
8 C 2.4449 -0.2579 3.2395
9 C 2.2593 -1.6380 3.0670
10 C 3.3455 -2.4788 2.7817
11 C 4.6397 -1.9465 2.6829
12 C 4.8333 -0.5685 2.8713
13 C 3.7473 0.2605 3.1446
14 O 1.4203 1.8340 2.8000
15 O -1.5687 2.0009 3.8636
16 C -3.5797 0.2293 3.2745
17 C -4.5676 -0.6608 2.8547
18 H -5.0123 -2.7081 2.2749
19 H -2.6454 -3.4889 2.5968
20 H -0.9037 -1.8785 3.2809
21 H 0.1919 -0.5970 4.6592
22 H 1.2542 -2.0586 3.1423
23 H 3.1729 -3.5482 2.6422
24 H 5.4865 -2.5964 2.4554
25 H 5.8284 -0.1259 2.8082
26 H 3.9001 1.3320 3.2736
27 H -3.8353 1.2687 3.4772
28 H -5.5911 -0.3032 2.7373
29 C -1.3790 8.8029 1.4981
30 N -0.6002 7.5954 1.2476
31 C 0.4949 7.7130 0.3505
32 C 1.3695 8.8071 0.4867
33 C 2.6044 8.7845 -0.1558
34 C 2.9028 7.7595 -1.0639
35 C 1.9687 6.7424 -1.3036
36 C 0.7669 6.7130 -0.5968
37 C -0.4974 6.6431 2.2776
38 C -0.4314 5.2766 1.9354
39 C -0.1993 4.3435 2.9174
40 C -0.0353 4.6799 4.2898
41 C 0.1452 3.6735 5.2777
42 C -0.0379 3.8512 6.6726
43 C 0.5408 2.9126 7.5869
44 C 0.6321 3.1861 8.9375
45 C 0.1611 4.4214 9.4440
46 N 0.5280 4.8389 10.7208
47 C -0.1671 5.9767 11.3098
48 C 1.8374 4.5911 11.2272
49 C 2.7274 5.6777 11.3531
50 C 4.0622 5.4652 11.6930
51 C 4.5095 4.1791 12.0158
52 C 3.6184 3.1017 11.9631
53 C 2.2820 3.3063 11.6025
54 C -0.6116 5.2575 8.6043
55 C -0.7419 4.9514 7.2587
56 C -0.0020 6.0831 4.5800
57 C -0.3498 7.0277 3.6254
58 H -2.4066 8.5253 1.7622
59 H -0.9629 9.4156 2.3014
60 H -1.3890 9.3800 0.5712
61 H 1.0969 9.6301 1.1530
62 H 3.3208 9.5813 0.0433
63 H 3.8549 7.7592 -1.5961
64 H 2.1653 5.9718 -2.0506
65 H 0.0249 5.9343 -0.7652
66 H -0.5581 4.9753 0.8944
67 H -0.1448 3.3042 2.6309
68 H 0.4871 2.7004 4.9408
69 H 0.9312 1.9834 7.1798
70 H 1.0919 2.4840 9.6294
71 H -0.1605 5.8589 12.4007
72 H 0.3137 6.9297 11.0622
73 H -1.1988 5.9957 10.9609
74 H 2.3636 6.6858 11.1354
75 H 4.7439 6.3148 11.7088
76 H 5.5472 4.0204 12.3062
77 H 3.9565 2.0937 12.2098
78 H 1.5678 2.4818 11.6143
79 H -1.0571 6.1767 8.9886
80 H -1.3686 5.5855 6.6314
81 H 0.2963 6.4231 5.5736
82 H -0.4502 8.0788 3.9111

---

Record 7
Density functional theory data (wB97M-V/def2-TZVPD) for C33H36N3P2SeV as an isolated structure.

Summary:
Calculated total energy: -148878.8489 eV
Spin multiplicity: 2
Net charge: +1

Geometry (Å):
1 V -1.4493 -0.8402 0.7081
2 C -0.4340 1.6805 1.5690
3 C 0.8809 1.6276 0.7599
4 P 1.3896 -0.1242 0.5285
5 C 3.2039 -0.1788 0.6988
6 C 4.0006 0.9043 0.3324
7 C 5.3838 0.7976 0.3915
8 C 5.9772 -0.3890 0.8101
9 C 5.1863 -1.4682 1.1791
10 C 3.8015 -1.3603 1.1283
11 C 1.2344 -0.4266 -1.2808
12 C 1.0918 -1.7559 -1.6863
13 C 1.0111 -2.0886 -3.0361
14 C 1.0768 -1.0881 -3.9956
15 C 1.2353 0.2370 -3.6028
16 C 1.3114 0.5653 -2.2579
17 P -1.7430 2.8973 1.0253
18 C -1.9799 2.4111 -0.7257
19 C -1.7262 1.1510 -1.2536
20 C -2.0587 0.7912 -2.5502
21 C -2.6779 1.7203 -3.3622
22 C -2.9594 2.9902 -2.8660
23 C -2.6223 3.3273 -1.5644
24 C -0.6254 4.3507 0.8964
25 C -0.4194 5.0569 2.0853
26 C 0.4580 6.1333 2.1306
27 C 1.1268 6.5296 0.9791
28 C 0.9088 5.8529 -0.2145
29 C 0.0390 4.7693 -0.2562
30 H -0.2301 1.9199 2.6089
31 H -0.8714 0.6743 1.6603
32 H 1.6620 2.1424 1.3143
33 H 0.7879 2.1212 -0.2031
34 H 3.5554 1.8357 -0.0064
35 H 5.9992 1.6434 0.1074
36 H 7.0572 -0.4684 0.8506
37 H 5.6445 -2.3917 1.5112
38 H 3.1858 -2.2026 1.4292
39 H 1.0947 -2.5471 -0.9434
40 H 0.8988 -3.1231 -3.3361
41 H 1.0102 -1.3387 -5.0480
42 H 1.2998 1.0196 -4.3497
43 H 1.4218 1.6082 -1.9795
44 H -1.1853 0.4126 -0.6646
45 H -1.8402 -0.2029 -2.9133
46 H -2.9537 1.4539 -4.3747
47 H -3.4524 3.7188 -3.4979
48 H -2.8604 4.3156 -1.1859
49 H -0.9589 4.7641 2.9820
50 H 0.6064 6.6719 3.0596
51 H 1.8078 7.3715 1.0094
52 H 1.4171 6.1712 -1.1179
53 H -0.1296 4.2606 -1.1987
54 Se -3.6372 0.0001 1.5536
55 C -3.9392 -0.7227 -0.1012
56 N -3.9865 -1.2427 -1.1372
57 C -2.7217 -3.2789 2.1938
58 C -2.6786 -4.8329 2.2471
59 N -1.5776 -5.3586 1.4329
60 C -0.3098 -4.8352 1.9291
61 C -0.3132 -3.2863 1.8774
62 N -1.6115 -2.7962 1.3005
63 C -1.8138 -3.4006 -0.0716
64 C -1.7639 -4.9524 0.0440
65 H -2.5768 -2.8265 3.1689
66 H -3.6594 -2.9137 1.7950
67 H -3.6127 -5.2491 1.8718
68 H -2.5495 -5.1792 3.2720
69 H 0.4981 -5.2412 1.3225
70 H -0.1660 -5.1797 2.9516
71 H 0.5016 -2.9100 1.2678
72 H -0.2167 -2.8526 2.8677
73 H -1.0337 -3.0341 -0.7435
74 H -2.7713 -3.0743 -0.4495
75 H -0.9516 -5.3620 -0.5559
76 H -2.6972 -5.3751 -0.3211